(1)
Molecular formula: CH2N2S
Method: DFT, wB97M-V/def2-TZVPD

Values from the calculation:
molecular weight = 74.108 g mol⁻¹
SMILES = N#CNS
relative energy (zero: lowest compared OMol25 entry of this formula, charge and spin) = 0.292 eV
calculated total energy = -14883.2883 eV
E_LUMO = -0.1 eV
2S+1 = 1

XYZ file:
```
6
Properties=species:S:1:pos:R:3:forces:R:3
N -2.18197 0.08991 0.41638 -1.0 0.1 -0.5
C -1.12236 -0.16438 0.05584 0.0 0.7 1.2
N 0.16618 -0.43815 -0.09263 1.1 -0.7 0.1
S 1.37984 0.79923 0.33965 -1.3 -1.3 -0.2
H 0.30085 -1.40813 0.21996 0.8 0.8 -0.3
H 1.45746 1.12152 -0.93919 0.5 0.4 -0.4
```
Positions in Å, forces in eV/Å.

Mulliken population analysis, charges in e, atoms 1 to 5: N -0.37; C 0.40; N -0.40; S -0.07; H 0.28

=====

(2)
Molecular formula: CH2N3
Method: DFT, wB97M-V/def2-TZVPD

Values from the calculation:
net charge = +1
molecular weight = 56.048 g mol⁻¹
relative energy (zero: lowest compared OMol25 entry of this formula, charge and spin) = 2.972 eV
calculated total energy = -5528.2019 eV
E_LUMO = -6.0 eV
2S+1 = 1

XYZ file:
```
6
Properties=species:S:1:pos:R:3:forces:R:3
C -0.34255 0.22977 0.16035 2.3 -1.9 -0.7
N -3.00788 -0.12630 -0.14636 -17.6 1.3 3.7
N -4.28973 -0.02090 0.13332 16.7 -1.4 -3.7
N 0.74198 -0.09510 -0.05906 -4.7 1.8 1.2
H -1.47740 0.10229 0.19915 0.7 0.9 0.2
H 1.56340 -0.42198 -0.43662 2.6 -0.7 -0.8
```
Positions in Å, forces in eV/Å.

Mulliken population analysis, charges in e, atoms 1 to 5: C 0.24; N 0.05; N -0.01; N 0.06; H 0.33

=====

(3)
Molecular formula: CH2N3O2P
Method: DFT, wB97M-V/def2-TZVPD

Values from the calculation:
molecular weight = 119.020 g mol⁻¹
SMILES = NN=C=P[N+](=O)[O-]
relative energy (zero: lowest compared OMol25 entry of this formula, charge and spin) = 2.267 eV
calculated total energy = -18917.8968 eV
E_LUMO = -0.2 eV
2S+1 = 1

XYZ file:
```
9
Properties=species:S:1:pos:R:3:forces:R:3
N -1.75621 0.95576 0.74692 -0.9 0.2 2.9
N -1.18131 0.15416 -0.12906 -0.8 -1.0 -0.9
C -0.39185 -0.75321 -0.16894 -0.5 0.8 0.5
P 0.83095 -1.84298 -0.39053 0.4 0.3 -0.2
N 2.03392 -0.40005 -0.74369 -2.6 0.0 1.5
O 3.01841 -0.73577 -1.28437 2.8 -0.9 -1.5
O 1.76726 0.72377 -0.38787 0.0 0.6 0.1
H -1.54025 0.69885 1.77536 -0.6 0.6 -2.2
H -2.78092 1.19947 0.58217 2.2 -0.7 -0.1
```
Positions in Å, forces in eV/Å.

Mulliken population analysis, charges in e, atoms 1 to 5: N -0.44; N 0.04; C 0.35; P -0.20; N 0.82

=====

Q: The lowest molecular weight belongs to which entry?
A: CH2N3

=====

What did the third record say?
Molecular formula: CH2N3O2P
Method: DFT, wB97M-V/def2-TZVPD

Values from the calculation:
molecular weight = 119.020 g mol⁻¹
SMILES = NN=C=P[N+](=O)[O-]
relative energy (zero: lowest compared OMol25 entry of this formula, charge and spin) = 2.267 eV
calculated total energy = -18917.8968 eV
E_LUMO = -0.2 eV
2S+1 = 1

XYZ file:
```
9
Properties=species:S:1:pos:R:3:forces:R:3
N -1.75621 0.95576 0.74692 -0.9 0.2 2.9
N -1.18131 0.15416 -0.12906 -0.8 -1.0 -0.9
C -0.39185 -0.75321 -0.16894 -0.5 0.8 0.5
P 0.83095 -1.84298 -0.39053 0.4 0.3 -0.2
N 2.03392 -0.40005 -0.74369 -2.6 0.0 1.5
O 3.01841 -0.73577 -1.28437 2.8 -0.9 -1.5
O 1.76726 0.72377 -0.38787 0.0 0.6 0.1
H -1.54025 0.69885 1.77536 -0.6 0.6 -2.2
H -2.78092 1.19947 0.58217 2.2 -0.7 -0.1
```
Positions in Å, forces in eV/Å.

Mulliken population analysis, charges in e, atoms 1 to 5: N -0.44; N 0.04; C 0.35; P -0.20; N 0.82